Entry 1:
Molecular formula: C13H30N4O7P3S
Method: DFT, wB97M-V/def2-TZVPD

Geometry as ORCA input:
```
! wB97M-V def2-TZVPD RIJCOSX def2/J DEFGRID3
* xyz 1 1
N -0.79574 -1.61497 3.31890
P -0.57227 -2.72211 2.27652
O -1.09520 -4.14426 2.79053
O -1.35982 -2.56857 0.87602
C 1.24943 -2.88747 2.03552
C 1.71086 -3.40249 3.44401
S 2.99581 -2.51044 4.32579
C 1.96036 -4.90523 3.22661
O 2.34399 -5.68321 4.02700
N 1.61920 -5.24965 1.85117
C 1.88813 -4.00060 1.15538
N 3.33977 -3.85861 1.31889
P 1.40364 -4.09334 -0.66090
P 1.40821 -2.06424 -1.46446
O 2.31843 -1.95100 -2.60390
O -0.15368 -1.77471 -1.77196
O 1.53661 -0.90020 -0.36510
H -1.41745 -0.87338 3.03364
H -1.35900 -4.75392 2.09224
H -0.83833 -2.31074 0.10876
H 1.59926 -1.87485 1.87825
H 0.87709 -3.36640 4.15153
H 3.73769 -2.20213 3.25914
H 0.67779 -5.60653 1.76798
H 3.80579 -4.66423 0.91369
H 3.68945 -3.03739 0.83740
H 2.60056 -4.49711 -1.26455
H -0.45026 -2.38383 -2.46260
H 2.47106 -0.70648 -0.21369
C -2.98830 3.59929 -2.41768
C -1.88076 4.27534 -1.59798
C -0.58266 4.42493 -2.41637
C 0.14502 3.11404 -2.68864
C 0.43625 2.35189 -1.40210
C -0.80536 2.08283 -0.52983
N -1.46474 3.44973 -0.38686
O -1.12410 4.08557 0.57313
C -1.73002 1.04578 -1.17137
C -0.42007 1.58044 0.85247
C -2.39756 5.62307 -1.12027
H -3.77161 3.19141 -1.77904
H -3.44202 4.35593 -3.05335
H -2.62577 2.81101 -3.06873
H 0.08450 5.10935 -1.88366
H -0.86978 4.91488 -3.34742
H -0.42511 2.49251 -3.38145
H 1.08863 3.33393 -3.18832
H 0.87093 1.37450 -1.61266
H 1.16413 2.90946 -0.80410
H -2.69928 1.02448 -0.67133
H -1.28900 0.05744 -1.07324
H -1.89473 1.19760 -2.23329
H 0.31073 2.21837 1.34641
H 0.02100 0.59486 0.73497
H -1.29471 1.49352 1.49803
H -3.26098 5.50669 -0.46468
H -2.70566 6.18643 -1.99793
H -1.64038 6.20278 -0.59651
*
```

Results
Gap between HOMO and LUMO in eV: 4.824


Entry 2:
Molecular formula: C13H31N4P
Method: DFT, wB97M-V/def2-TZVPD

Geometry as ORCA input:
```
! wB97M-V def2-TZVPD RIJCOSX def2/J DEFGRID3
* xyz 0 1
C 2.14936 -0.46749 -2.59824
C 1.11828 0.60421 -2.22833
N -0.06139 -0.11075 -1.64890
C -1.31806 -0.21709 -2.41765
C -1.06899 -0.95724 -3.73034
P -0.13311 -0.03034 0.07643
N 1.37638 0.06151 0.50727
C 1.76318 0.45998 1.84469
C 1.62442 1.97330 2.10514
C 3.24480 0.06134 1.98919
C 1.02138 -0.37520 2.94392
N -0.84159 -1.48439 0.65435
C -0.13300 -2.66320 0.15354
C -2.27053 -1.53263 0.87161
C -2.78419 -0.26159 1.60384
C -2.53925 0.99080 0.77439
N -1.13710 1.31922 0.55923
C -0.95622 2.57827 -0.14739
H 3.00642 0.08361 -3.04942
H 2.50244 -1.01263 -1.73211
H 1.70418 -1.14075 -3.32269
H 0.78045 1.19203 -3.08994
H 1.52491 1.36145 -1.53614
H -2.02143 -0.78080 -1.83920
H -1.73043 0.75018 -2.68022
H -0.46930 -0.37554 -4.41089
H -2.02115 -1.23129 -4.20965
H -0.52978 -1.87540 -3.53216
H 2.17454 2.19475 3.03616
H 2.08617 2.54539 1.32883
H 0.61314 2.30720 2.29395
H 3.87513 0.73534 1.39846
H 3.47027 -0.94260 1.61696
H 3.55937 0.06964 3.01821
H 1.47904 -0.18055 3.89685
H 1.01238 -1.39895 2.72750
H -0.03124 -0.00389 3.08027
H -0.41387 -2.83966 -0.91051
H -0.34634 -3.54478 0.71452
H 0.95126 -2.54953 0.07792
H -2.81602 -1.75383 -0.07443
H -2.52376 -2.37077 1.52196
H -3.85144 -0.42546 1.76382
H -2.30627 -0.16723 2.57067
H -3.04596 0.84153 -0.18818
H -3.00601 1.86193 1.28799
H -1.39961 2.49837 -1.17077
H 0.11976 2.74545 -0.30082
H -1.40122 3.45809 0.40030
*
```

Results
Gap between HOMO and LUMO in eV: 8.573


Entry 3:
Molecular formula: C13H32BO3
Method: DFT, wB97M-V/def2-TZVPD

Geometry as ORCA input:
```
! wB97M-V def2-TZVPD RIJCOSX def2/J DEFGRID3
* xyz -1 1
C 5.89365 1.08317 -1.66325
C 4.76503 1.81541 -1.45406
C 3.40448 1.24108 -1.76944
B 2.14517 2.29282 -1.57508
C 0.91699 1.80974 -2.56629
O 0.58532 0.41037 -2.28892
C -0.62599 0.30042 -1.61971
H 6.68229 0.95217 -0.92908
H 5.94639 0.54273 -2.60535
H 4.81998 2.84523 -1.10257
H 3.42930 0.97640 -2.84327
H 3.30084 0.31152 -1.21690
H 2.45030 3.44563 -1.88054
H 1.72306 2.20564 -0.41528
H 0.01863 2.42636 -2.46436
H 1.28297 1.79317 -3.59937
H -0.62220 0.81731 -0.65052
H -0.89121 -0.74379 -1.43697
H -1.45173 0.74148 -2.20315
C 0.22589 -3.67148 0.29046
C -1.25201 -3.90338 0.55155
O -2.07726 -3.72904 -0.58638
C -1.80374 -4.56864 -1.68920
C -1.93493 -6.05303 -1.38728
H 0.39341 -2.67098 -0.11001
H 0.79164 -3.77551 1.21707
H 0.63042 -4.38604 -0.42832
H -1.60945 -3.17766 1.28223
H -1.41530 -4.89583 0.99112
H -0.81469 -4.34484 -2.10361
H -2.52942 -4.29052 -2.45394
H -1.21758 -6.38220 -0.63428
H -1.75920 -6.63704 -2.29180
H -2.93488 -6.27935 -1.01281
C -3.54147 3.25946 2.40290
C -2.69160 2.01401 2.59857
O -1.43192 2.07401 1.97032
C -0.56273 3.11418 2.37650
C -0.20616 3.07926 3.85379
H -3.68586 3.45646 1.33990
H -4.51869 3.12556 2.87060
H -3.07899 4.14338 2.84434
H -3.19906 1.15795 2.15185
H -2.57882 1.78857 3.66723
H -0.97928 4.09059 2.10177
H 0.34017 2.98419 1.77989
H -1.08084 3.21682 4.49378
H 0.50381 3.87400 4.08552
H 0.24530 2.12021 4.11231
*
```

Results
Energy above the lowest of the compared OMol25 structures with the same formula, charge and spin in kcal/mol: 60.9
Gap between HOMO and LUMO in eV: 6.716


Entry 4:
Molecular formula: C13H32Br3CaClFI2LiN2NaO11P
Method: DFT, wB97M-V/def2-TZVPD

Geometry as ORCA input:
```
! wB97M-V def2-TZVPD RIJCOSX def2/J DEFGRID3
* xyz 0 1
C 1.59240 1.06133 4.52205
C 1.88627 0.38311 3.17168
I 3.79458 1.21418 2.52201
C 0.87519 0.56703 2.11564
I 1.13537 2.37315 1.03526
P -0.84504 0.21306 2.92537
N -1.61461 1.52666 1.86835
O -1.08368 -0.83952 1.70894
C -0.73151 -2.15936 2.01428
C -0.83418 -2.21898 3.51704
O -0.06524 -1.05427 3.90178
H 1.38562 2.09520 4.38975
H 2.47926 0.98292 5.13524
H 0.79626 0.60009 5.07463
H 2.02182 -0.65831 3.26089
H 1.04267 -0.18985 1.38506
H -2.12420 -0.07301 3.47898
H -0.71214 1.21655 3.97020
H -1.72024 2.32351 2.48950
H -2.57010 1.23237 1.70133
H 0.34225 -2.21005 1.82190
H -1.23635 -2.87696 1.41703
H -0.53699 -3.13580 4.01110
H -1.88165 -2.13455 3.73670
O 5.21594 -0.39762 5.53189
H 4.78173 -0.02806 4.74817
H 5.95209 0.20664 5.66970
Na -1.60113 3.29451 0.13001
Ca 2.10939 -1.74383 4.46418
O 2.51178 1.27152 -0.83353
C 2.30787 0.78667 -1.93768
O 2.76844 -0.41773 -2.16520
C 2.43929 -1.16311 -3.34398
C 3.33440 -0.80626 -4.51047
C 1.63430 1.57638 -3.01968
H 1.38082 -1.05406 -3.57040
H 2.59658 -2.20224 -3.07210
H 3.22236 0.23817 -4.79995
H 3.09594 -1.42987 -5.37062
H 4.38060 -0.95672 -4.24554
H 2.37564 2.23584 -3.48437
H 0.85007 2.16662 -2.56193
H 1.16052 0.96425 -3.77419
O 2.57852 -4.17074 2.30460
Cl 2.51029 -4.87677 1.01550
O 1.76090 -4.05212 0.10233
O 1.86561 -6.13074 1.21596
O 3.85071 -5.05904 0.53818
C -0.76019 -2.53629 -2.53616
Br -1.22476 -1.47944 -1.01301
Br -1.15738 -4.40640 -2.29892
Br -1.57759 -1.85568 -4.15506
H 0.30464 -2.46325 -2.66675
C -3.10024 2.63590 -4.32953
C -3.91005 3.66910 -3.58724
O -3.40141 4.40981 -2.74696
N -5.22442 3.76095 -3.86999
C -5.99616 2.97673 -4.82282
H -2.07293 2.68560 -3.98987
H -3.47828 1.63410 -4.13004
H -3.12455 2.82982 -5.40209
H -5.70339 4.46969 -3.33957
H -6.44295 3.63850 -5.56505
H -6.79738 2.45282 -4.30203
H -5.37068 2.25180 -5.32670
O -1.16756 -4.14555 5.75888
H -1.43617 -3.22376 5.90805
F -1.30724 1.32186 -0.81627
Li -1.52974 4.88353 3.02552
*
```

Results
Energy above the lowest of the compared OMol25 structures with the same formula, charge and spin in kcal/mol: 0.0
Gap between HOMO and LUMO in eV: 1.886


Entry 5:
Molecular formula: C13H32O9PtSSbSi3
Method: DFT, wB97M-V/def2-TZVPD

Geometry as ORCA input:
```
! wB97M-V def2-TZVPD RIJCOSX def2/J DEFGRID3
* xyz 1 5
Pt 1.32016 0.10158 0.34601
O 0.33785 3.71538 2.40457
C 0.81931 3.02376 1.39081
O 1.53276 2.04702 1.55155
C 0.43973 3.64908 0.06834
O 0.90352 2.90993 -1.02814
C -0.13945 2.33947 -1.82286
C -1.08153 1.39813 -1.06902
O -2.22062 1.28961 -1.45094
O -0.59962 0.79401 -0.01318
H 0.61181 3.29797 3.23851
H -0.64434 3.79410 0.06355
H 0.89483 4.64524 0.06044
H -0.75269 3.12107 -2.27504
H 0.35925 1.78780 -2.62192
O 0.76426 -4.35814 -0.54132
S 1.31066 -3.05561 -0.68487
O 2.82717 -3.05854 -0.43981
O 1.23994 -2.55367 -2.12031
O 0.72095 -2.02387 0.15944
C 3.26800 3.43379 -3.51870
Si 4.37089 2.58386 -2.29667
C 5.95608 1.93972 -3.01172
C 4.56526 3.47798 -0.68162
Sb 3.02961 0.42063 -1.55339
Si 0.93128 -3.53416 -3.56354
C 2.25217 -4.82973 -3.58121
C 1.13440 -2.24021 -4.87179
C -0.78634 -4.19241 -3.41909
Si 3.66694 -3.30608 1.07448
C 3.07493 -4.90779 1.77285
C 3.22685 -1.84783 2.14382
C 5.42919 -3.29452 0.51902
H 3.76156 4.35046 -3.85582
H 2.31920 3.71145 -3.05909
H 3.07918 2.81295 -4.39424
H 6.57036 2.79221 -3.31744
H 5.78213 1.32228 -3.89320
H 6.52566 1.35973 -2.28571
H 5.01769 4.45627 -0.86883
H 5.20912 2.92902 0.00622
H 3.59878 3.63436 -0.20276
H 3.25284 -4.39512 -3.56180
H 2.16281 -5.42090 -4.49621
H 2.14580 -5.50911 -2.73459
H 2.12850 -1.79068 -4.83416
H 0.39021 -1.44899 -4.76405
H 1.00617 -2.68280 -5.86187
H -0.82258 -5.06826 -2.77176
H -1.17036 -4.46861 -4.40322
H -1.45842 -3.43737 -3.00531
H 2.00500 -4.88043 1.98484
H 3.59822 -5.12812 2.70610
H 3.25810 -5.73044 1.08006
H 2.18650 -1.89646 2.47100
H 3.39774 -0.90527 1.60293
H 3.85207 -1.80826 3.03844
H 5.62227 -4.10757 -0.18231
H 6.09795 -3.42587 1.37227
H 5.68813 -2.35232 0.03249
*
```

Results
Energy above the lowest of the compared OMol25 structures with the same formula, charge and spin in kcal/mol: 1.7
<S²>: 6.011
Gap between HOMO and LUMO (spin up / spin down) in eV: 8.574 / 6.450


Entry 6:
Molecular formula: C13H33ClN3O5
Method: DFT, wB97M-V/def2-TZVPD

Geometry as ORCA input:
```
! wB97M-V def2-TZVPD RIJCOSX def2/J DEFGRID3
* xyz 1 1
C 6.37083 -3.09636 -0.06292
C 6.37465 -1.61254 -0.76002
O 6.49177 -1.57348 -2.11133
O 6.28052 -0.31568 -0.07183
C 5.09728 -0.24861 0.81823
C 3.79419 -0.63134 -0.09939
C 2.37806 0.08739 0.42525
C 1.22829 -0.36248 -0.65374
N -0.14389 -0.60955 -0.06512
C -0.25011 -2.12387 0.20439
N -1.16253 -3.06600 -0.54998
N 0.53888 -2.70359 1.20355
Cl 0.51917 -4.42593 1.53919
H 5.73594 -3.18081 0.92184
H 5.94059 -3.91032 -0.82013
H 7.51325 -3.39803 0.09395
H 5.22962 -1.13687 1.59800
H 4.99060 0.79920 1.34486
H 3.62950 -1.80923 -0.07906
H 3.92434 -0.24416 -1.21682
H 2.44673 1.27711 0.38632
H 2.16048 -0.20365 1.53750
H 1.12755 0.51638 -1.44112
H 1.58775 -1.36135 -1.17401
H -0.80734 -0.47676 -0.88691
H -1.49501 -2.67454 -1.45866
H -2.01890 -3.30313 0.02065
H 1.19222 -2.13800 1.80702
C -4.84227 0.18196 1.30769
C -3.34575 0.35491 1.15073
O -3.00945 0.44303 -0.22603
H -5.18173 -0.72085 0.78941
H -5.11766 0.10784 2.36353
H -5.37871 1.02586 0.86174
H -2.81446 -0.50068 1.57793
H -3.00050 1.26250 1.65537
H -3.47954 1.21085 -0.59411
C -9.53962 1.07712 -0.60059
C -8.31874 0.23759 -0.28632
O -7.85742 0.52455 1.02561
H -9.30436 2.14348 -0.52033
H -9.90515 0.87103 -1.61057
H -10.34399 0.87384 0.11387
H -7.51007 0.45967 -0.98883
H -8.54924 -0.83020 -0.35183
H -8.57981 0.31596 1.64259
C 4.83800 4.10332 -1.25021
C 3.90606 3.45573 -0.24710
O 2.62724 3.25671 -0.83134
H 4.43488 5.06471 -1.58507
H 5.82726 4.26778 -0.81380
H 4.94539 3.47550 -2.14078
H 3.78419 4.09618 0.63140
H 4.29590 2.48787 0.08285
H 2.74515 2.67988 -1.60553
*
```

Results
Gap between HOMO and LUMO in eV: 7.816